No. 1
{"formula": "C41H40BrI2InN3O4Se2Si", "method": "the ωB97M-V functional and the def2-TZVPD basis", "orbital_gap_ev": 5.568, "charge": -1, "e_homo_ev": -3.91, "lumo_energy_ev": 1.66, "multiplicity": 1, "species": ["In", "I", "C", "C", "C", "I", "C", "O", "C", "C", "N", "C", "C", "C", "C", "C", "C", "N", "C", "H", "H", "H", "H", "H", "H", "H", "H", "H", "H", "H", "O", "C", "C", "C", "N", "C", "Br", "C", "H", "H", "H", "H", "O", "C", "C", "C", "O", "C", "Se", "C", "Se", "H", "H", "H", "H", "H", "H", "H", "H", "H", "H", "C", "C", "C", "C", "C", "C", "Si", "C", "C", "C", "C", "C", "C", "C", "C", "C", "C", "C", "C", "H", "H", "H", "H", "H", "H", "H", "H", "H", "H", "H", "H", "H", "H", "H"], "coordinates": [[0.593, 0.236, -2.047], [-6.265, 1.592, -0.876], [-4.574, 0.377, -0.726], [-4.336, -0.584, -1.693], [-3.231, -1.412, -1.558], [-2.904, -2.914, -2.958], [-2.354, -1.272, -0.485], [-1.306, -2.124, -0.349], [-2.569, -0.253, 0.448], [-1.537, 0.045, 1.507], [-0.477, 0.896, 0.972], [-0.824, 2.311, 0.960], [-1.590, 2.736, -0.262], [-2.578, 3.712, -0.165], [-3.271, 4.086, -1.300], [-2.971, 3.469, -2.505], [-1.962, 2.523, -2.515], [-1.275, 2.175, -1.427], [-3.701, 0.540, 0.337], [-5.006, -0.707, -2.531], [-1.082, -0.876, 1.868], [-2.040, 0.519, 2.364], [0.378, 0.755, 1.494], [0.077, 2.936, 0.966], [-1.399, 2.597, 1.853], [-2.793, 4.162, 0.796], [-4.049, 4.838, -1.243], [-3.497, 3.717, -3.417], [-1.668, 2.022, -3.434], [-3.882, 1.307, 1.079], [4.668, 4.684, -3.354], [3.503, 4.060, -3.596], [2.294, 4.495, -3.050], [1.177, 3.712, -3.227], [1.158, 2.571, -3.939], [2.302, 2.231, -4.493], [2.306, 0.587, -5.457], [3.497, 2.914, -4.383], [4.682, 4.954, -2.399], [2.247, 5.362, -2.404], [0.248, 4.001, -2.755], [4.412, 2.537, -4.815], [4.528, 4.812, -0.600], [4.040, 3.455, -0.551], [3.765, 2.945, 0.861], [5.063, 2.471, 1.510], [6.073, 3.476, 1.548], [2.769, 1.783, 0.754], [3.014, 0.470, -0.711], [3.110, 4.041, 1.726], [1.738, 5.153, 0.821], [3.773, 5.341, -0.235], [4.777, 2.834, -1.059], [3.102, 3.393, -1.095], [5.431, 1.594, 0.961], [4.872, 2.166, 2.545], [5.888, 4.106, 0.837], [1.792, 2.226, 0.609], [2.772, 1.228, 1.698], [3.883, 4.710, 2.103], [2.662, 3.559, 2.599], [-0.272, -7.223, -1.823], [-1.569, -7.001, -1.380], [-1.859, -5.884, -0.613], [-0.865, -4.965, -0.266], [0.437, -5.217, -0.707], [0.732, -6.328, -1.485], [-1.166, -3.407, 0.722], [-2.748, -3.395, 1.720], [-2.746, -3.049, 3.073], [-3.932, -2.886, 3.777], [-5.148, -3.057, 3.135], [-5.175, -3.386, 1.787], [-3.988, -3.551, 1.090], [0.345, -3.100, 1.766], [0.609, -3.839, 2.923], [1.780, -3.640, 3.641], [2.716, -2.712, 3.202], [2.482, -1.984, 2.045], [1.301, -2.176, 1.340], [-0.045, -8.093, -2.427], [-2.357, -7.700, -1.634], [-2.879, -5.737, -0.279], [1.237, -4.533, -0.445], [1.747, -6.495, -1.823], [-1.804, -2.890, 3.587], [-3.903, -2.615, 4.825], [-6.075, -2.922, 3.680], [-6.122, -3.502, 1.274], [-4.037, -3.767, 0.028], [-0.102, -4.583, 3.269], [1.966, -4.215, 4.540], [3.633, -2.563, 3.760], [3.205, -1.276, 1.657], [1.147, -1.588, 0.441]], "atomic_forces_ev_per_a": [[-0.075, -0.074, 0.138], [-0.011, -0.004, 0.003], [-0.001, -0.005, -0.003], [-0.011, -0.007, -0.001], [0.024, 0.012, 0.014], [0.010, -0.006, -0.007], [-0.031, -0.041, 0.038], [0.052, 0.042, -0.052], [0.043, -0.005, -0.034], [0.003, 0.023, 0.035], [-0.040, 0.014, 0.025], [0.060, 0.022, -0.038], [-0.107, 0.014, -0.045], [-0.008, 0.021, -0.045], [-0.018, 0.018, 0.014], [0.017, -0.010, -0.008], [0.040, -0.042, -0.058], [0.049, -0.043, 0.036], [0.011, 0.005, -0.008], [0.004, 0.002, -0.005], [0.010, -0.011, 0.002], [-0.007, -0.015, 0.001], [0.039, -0.011, -0.048], [0.053, -0.016, 0.077], [-0.016, 0.001, -0.005], [0.010, 0.001, 0.008], [0.006, 0.003, -0.003], [-0.006, -0.014, 0.001], [0.013, 0.021, -0.002], [0.004, 0.001, 0.001], [0.085, -0.006, 0.174], [-0.099, -0.037, -0.004], [0.010, -0.023, 0.052], [0.005, -0.002, -0.120], [0.000, 0.164, 0.119], [0.054, 0.015, 0.017], [-0.020, -0.053, -0.091], [0.018, 0.017, 0.007], [-0.045, 0.087, -0.095], [0.024, -0.003, 0.003], [-0.050, -0.021, 0.019], [-0.003, -0.009, 0.001], [0.079, -0.116, -0.057], [-0.024, 0.105, -0.057], [-0.034, -0.017, 0.007], [-0.009, 0.005, -0.040], [0.014, -0.017, -0.002], [0.156, -0.152, 0.054], [-0.018, 0.080, -0.053], [0.033, 0.003, 0.045], [-0.046, -0.051, 0.045], [-0.011, 0.027, -0.045], [0.016, -0.020, -0.003], [0.003, -0.004, -0.043], [-0.005, -0.006, 0.007], [-0.002, 0.010, 0.001], [-0.021, 0.023, 0.005], [-0.069, 0.081, -0.014], [-0.051, 0.007, 0.009], [0.003, 0.001, -0.010], [-0.018, 0.010, -0.014], [-0.028, -0.004, 0.004], [0.019, -0.015, -0.017], [-0.017, 0.006, 0.071], [-0.024, -0.039, -0.004], [-0.003, 0.024, -0.051], [0.010, 0.026, 0.012], [-0.019, -0.019, 0.028], [-0.008, 0.033, 0.019], [-0.002, -0.048, 0.011], [-0.010, -0.005, -0.009], [0.007, 0.005, 0.005], [0.000, -0.011, 0.000], [-0.006, 0.011, -0.023], [0.010, 0.044, -0.043], [0.020, -0.025, -0.014], [-0.030, -0.008, -0.004], [0.019, 0.014, -0.020], [-0.008, -0.044, 0.032], [-0.017, 0.035, 0.013], [0.000, 0.001, 0.000], [0.002, 0.000, -0.001], [-0.018, 0.040, 0.025], [0.004, 0.007, 0.005], [0.000, 0.000, 0.000], [-0.001, 0.014, -0.004], [-0.001, -0.001, 0.000], [0.000, 0.002, -0.001], [0.000, 0.004, -0.001], [0.020, -0.036, -0.010], [0.003, -0.011, -0.001], [-0.002, 0.000, 0.002], [-0.001, 0.000, 0.001], [0.005, 0.012, 0.019], [-0.011, -0.006, 0.008]], "mulliken_charge": [0.888, 0.048, -0.755, -0.259, -0.376, 0.056, 0.438, -0.655, 1.033, -0.875, 0.458, -0.859, 0.946, -0.787, -0.728, -0.976, -0.701, 1.101, -0.476, 0.503, -0.356, 0.447, 0.114, -0.537, 0.321, 0.533, 0.432, 0.488, 0.439, 0.583, -0.663, 0.782, -0.533, -0.007, -0.343, -0.126, -0.174, -0.426, 0.504, 0.316, 0.244, 0.421, -0.706, -1.970, 3.024, -0.935, -0.620, 0.163, -0.423, -1.752, -0.561, 0.277, 0.590, 0.637, 0.352, 0.374, 0.432, -1.791, 0.673, 0.480, 0.402, -0.486, -0.754, -0.139, 0.732, -0.443, -0.761, -0.362, 1.250, -0.205, -0.771, -0.575, -0.963, -0.074, 0.035, -0.407, -0.738, -0.679, -0.774, 0.417, 0.372, 0.398, 0.278, 0.405, 0.415, 0.382, 0.413, 0.380, 0.436, 0.196, 0.472, 0.409, 0.390, 0.502, 0.118]}


No. 2
{"formula": "C26H35FN3S4Y", "method": "the ωB97M-V functional and the def2-TZVPD basis", "orbital_gap_ev": 6.084, "e_homo_ev": -6.26, "lumo_energy_ev": -0.18, "multiplicity": 1, "species": ["Y", "C", "C", "S", "C", "C", "S", "C", "C", "S", "C", "C", "S", "H", "H", "H", "H", "H", "H", "H", "H", "H", "H", "H", "H", "H", "H", "H", "H", "N", "C", "C", "C", "N", "H", "H", "H", "H", "C", "C", "C", "C", "C", "C", "C", "C", "N", "H", "H", "H", "H", "H", "H", "H", "H", "H", "F", "C", "C", "C", "C", "C", "C", "C", "H", "H", "H", "H", "H", "H"], "coordinates": [[0.193, 0.917, -0.095], [-1.940, -2.189, 2.372], [-2.524, -3.069, 1.273], [-3.454, -2.085, 0.076], [-3.561, -3.239, -1.310], [-2.242, -3.873, -1.745], [-0.897, -2.664, -1.859], [0.497, -3.789, -1.625], [1.806, -3.013, -1.617], [1.928, -1.550, -0.555], [2.041, -2.226, 1.122], [0.739, -2.630, 1.801], [-0.428, -1.252, 1.992], [-2.670, -1.441, 2.690], [-1.730, -2.800, 3.252], [-1.718, -3.592, 0.757], [-3.170, -3.824, 1.727], [-4.270, -4.041, -1.093], [-3.985, -2.652, -2.125], [-1.943, -4.640, -1.028], [-2.395, -4.376, -2.701], [0.364, -4.334, -0.687], [0.543, -4.525, -2.430], [2.629, -3.685, -1.366], [2.013, -2.632, -2.619], [2.707, -3.090, 1.073], [2.544, -1.441, 1.686], [0.257, -3.425, 1.233], [0.982, -3.027, 2.790], [1.049, 3.663, 1.161], [0.979, 4.967, 1.446], [0.215, 5.561, 0.463], [-0.152, 4.514, -0.382], [0.355, 3.361, 0.049], [1.495, 2.853, 1.615], [1.471, 5.371, 2.313], [-0.059, 6.597, 0.381], [-0.783, 4.533, -1.255], [3.182, 1.712, -1.089], [3.869, 1.486, 0.223], [5.233, 1.679, 0.344], [5.875, 1.476, 1.560], [5.131, 1.078, 2.656], [3.757, 0.881, 2.580], [2.975, 0.462, 3.795], [3.083, 1.086, 1.350], [1.739, 0.934, 1.193], [3.887, 2.046, -1.852], [2.407, 2.486, -1.013], [2.726, 0.792, -1.475], [5.802, 1.990, -0.526], [6.943, 1.627, 1.650], [5.627, 0.916, 3.608], [3.439, -0.393, 4.294], [1.955, 0.202, 3.512], [2.917, 1.267, 4.534], [-3.832, 6.629, 0.635], [-3.478, 5.317, 0.570], [-2.989, 4.696, 1.705], [-2.611, 3.368, 1.627], [-2.719, 2.626, 0.439], [-2.254, 1.228, 0.365], [-3.244, 3.297, -0.671], [-3.618, 4.634, -0.619], [-2.895, 5.254, 2.627], [-2.209, 2.885, 2.512], [-2.754, 0.697, -0.452], [-2.508, 0.688, 1.284], [-3.375, 2.756, -1.603], [-4.025, 5.142, -1.483]], "atomic_forces_ev_per_a": [[-0.120, -0.564, 0.233], [-0.039, 0.001, 0.004], [0.078, -0.056, -0.015], [-0.010, 0.021, 0.048], [0.003, -0.070, -0.030], [-0.069, -0.073, 0.006], [-0.028, -0.062, -0.035], [0.064, 0.017, 0.007], [0.040, -0.080, -0.026], [0.012, 0.125, 0.062], [-0.018, 0.041, 0.009], [0.010, -0.049, -0.053], [0.011, -0.061, -0.073], [0.044, 0.054, -0.022], [0.057, -0.003, -0.013], [-0.017, 0.018, -0.013], [-0.035, 0.022, -0.022], [0.006, 0.016, 0.017], [0.005, 0.046, 0.027], [0.036, 0.034, 0.001], [0.059, 0.037, -0.017], [-0.024, 0.025, -0.001], [-0.066, 0.013, -0.014], [-0.003, 0.024, 0.039], [-0.024, 0.051, 0.020], [-0.004, -0.004, -0.005], [-0.006, 0.014, -0.032], [-0.049, 0.033, 0.018], [-0.023, 0.030, 0.015], [-0.050, -0.004, -0.029], [0.097, -0.104, 0.050], [-0.027, 0.116, -0.030], [-0.010, -0.113, -0.029], [0.045, 0.115, -0.097], [-0.015, 0.028, 0.013], [0.010, 0.024, -0.001], [-0.001, 0.020, 0.002], [0.010, 0.031, 0.008], [-0.030, 0.176, -0.195], [0.094, -0.066, 0.274], [-0.048, -0.045, 0.055], [0.133, 0.042, -0.057], [-0.037, -0.044, 0.079], [0.006, -0.004, -0.090], [-0.058, -0.035, 0.056], [0.150, 0.055, -0.142], [-0.310, 0.133, -0.139], [0.005, 0.002, 0.003], [0.051, -0.028, 0.015], [0.002, -0.004, 0.035], [0.029, 0.005, 0.003], [0.001, 0.000, -0.011], [0.005, -0.003, 0.004], [0.015, 0.001, 0.000], [0.009, -0.005, 0.007], [-0.007, 0.016, -0.009], [-0.005, -0.009, -0.017], [0.018, -0.026, 0.053], [-0.014, 0.071, -0.110], [0.002, -0.062, -0.030], [-0.008, -0.057, 0.092], [0.082, 0.075, 0.129], [-0.036, 0.028, -0.026], [-0.025, 0.062, 0.065], [-0.010, 0.027, 0.005], [0.004, -0.024, -0.006], [0.000, -0.013, -0.031], [0.023, 0.034, -0.022], [0.016, -0.022, -0.001], [-0.007, 0.008, -0.012]], "nbo_charge": [1.840, -0.540, -0.551, 0.245, -0.547, -0.536, 0.218, -0.534, -0.548, 0.257, -0.531, -0.536, 0.284, 0.243, 0.224, 0.205, 0.218, 0.221, 0.233, 0.209, 0.226, 0.202, 0.222, 0.230, 0.235, 0.225, 0.275, 0.202, 0.226, -0.323, -0.017, -0.331, -0.007, -0.419, 0.478, 0.227, 0.237, 0.226, -0.621, -0.104, -0.201, -0.273, -0.193, -0.120, -0.645, 0.227, -1.355, 0.221, 0.214, 0.196, 0.196, 0.203, 0.197, 0.203, 0.238, 0.211, -0.343, 0.345, -0.268, -0.221, -0.009, -1.019, -0.244, -0.283, 0.223, 0.208, 0.204, 0.204, 0.201, 0.221]}


No. 3
{"formula": "C4H7N3O", "method": "the ωB97M-V functional and the def2-TZVPD basis", "orbital_gap_ev": 8.915, "e_homo_ev": -8.43, "smiles": "ONC1=NCC=CN1", "lumo_energy_ev": 0.49, "multiplicity": 1, "species": ["O", "N", "C", "N", "C", "C", "C", "N", "H", "H", "H", "H", "H", "H", "H"], "coordinates": [[2.612, 0.250, -0.459], [2.010, -0.752, 0.318], [0.632, -0.528, 0.166], [-0.169, -1.394, -0.182], [-1.634, -1.056, -0.032], [-1.837, 0.439, -0.127], [-0.824, 1.179, -0.036], [0.451, 0.781, 0.307], [2.889, 0.960, 0.389], [2.270, -1.655, -0.189], [-1.871, -1.219, 1.030], [-2.289, -1.485, -0.759], [-2.822, 0.883, -0.307], [-0.699, 2.372, -0.018], [1.281, 1.225, -0.100]], "atomic_forces_ev_per_a": [[3.259, 3.690, 3.718], [0.639, -3.408, -1.358], [1.813, -0.146, -0.168], [-2.993, -2.564, -0.143], [1.506, 1.752, 1.309], [-3.511, -1.903, -1.137], [3.971, 7.747, 0.892], [-0.688, 0.957, 0.663], [-0.362, -2.926, -3.884], [-0.547, 1.443, 1.057], [-0.441, -1.101, -0.471], [-0.055, -1.104, -0.141], [0.348, -0.373, 0.028], [-1.532, -2.557, -0.480], [-1.409, 0.492, 0.116]], "nbo_charge": [-0.561, -0.332, 0.528, -0.496, -0.259, -0.282, -0.004, -0.655, 0.466, 0.369, 0.195, 0.210, 0.223, 0.191, 0.407]}


No. 4
{"formula": "C5H5NO", "method": "the ωB97M-V functional and the def2-TZVPD basis", "orbital_gap_ev": 10.248, "e_homo_ev": -9.89, "smiles": "N#C[C@@H]1C[C@@H]1C=O", "lumo_energy_ev": 0.36, "multiplicity": 1, "species": ["N", "C", "C", "C", "C", "C", "O", "H", "H", "H", "H", "H"], "coordinates": [[-1.264, 0.397, -2.587], [-0.687, -0.105, -1.713], [0.020, -0.744, -0.631], [-0.664, -0.902, 0.664], [0.885, 0.049, 0.237], [0.601, 1.341, 0.610], [0.104, 1.706, 1.695], [0.597, -1.614, -0.955], [-1.628, -0.450, 0.846], [-0.341, -1.683, 1.345], [1.942, -0.175, 0.308], [0.605, 2.344, 0.138]], "atomic_forces_ev_per_a": [[0.841, -0.669, 1.312], [-1.095, 0.741, -1.739], [0.133, -1.170, -1.215], [2.943, -0.107, 0.326], [-1.345, -2.585, 0.467], [-2.943, 6.931, 3.253], [0.598, -1.883, -0.297], [-0.442, 0.009, -0.247], [0.480, 0.730, 0.199], [-0.317, -0.191, -0.500], [-0.127, -0.830, 0.464], [1.275, -0.976, -2.023]], "nbo_charge": [-0.290, 0.278, -0.381, -0.298, -0.303, 0.318, -0.517, 0.270, 0.243, 0.232, 0.263, 0.185]}